Formula: C8H19B3Cl8O6S
Source: OMol25
Level of theory: ωB97M-V/def2-TZVPD

LUMO level = 0.001 Ha
charge = 0
2S+1 = 1
gap between HOMO and LUMO = 10.35 eV

Each line ends with the Löwdin charge.
Positions of all 45 atoms, in Å:
1 C 3.7802 -2.9069 1.2377  -0.1947
2 S 3.6578 -1.1293 0.8622  0.7398
3 O 3.4422 -0.9952 -0.6126  -0.3472
4 O 4.9002 -0.4806 1.3530  -0.3387
5 B 2.2153 -0.2187 1.6661  -0.5455
6 O 2.4460 1.1424 1.9275  0.2214
7 B 1.5632 1.8116 1.0144  -0.2703
8 O 0.1845 1.5247 1.2101  0.2353
9 B -0.0063 0.1211 1.3082  -0.4356
10 C -1.2851 -0.5804 0.6311  -0.0617
11 C -1.7780 -1.7174 1.6070  -0.1859
12 C -3.2922 -2.0059 1.3375  -0.2372
13 O -3.6479 -1.8267 -0.0456  -0.1057
14 O 0.9483 -0.7346 1.9788  0.2221
15 H 4.8268 -3.1841 1.0189  0.0769
16 H 3.5381 -3.1784 2.2731  0.0765
17 H 3.1722 -3.4554 0.4894  -0.0262
18 H 1.9753 2.5028 0.1474  0.0289
19 H -1.0236 -1.0096 -0.3411  0.0580
20 H -2.1133 0.1382 0.5402  0.1166
21 H -1.6946 -1.3261 2.6357  0.1123
22 H -1.1860 -2.6336 1.5481  0.0466
23 H -3.5484 -3.0293 1.6619  0.1183
24 H -3.9022 -1.3049 1.9347  0.1148
25 H -3.9725 -2.6860 -0.3290  0.0315
26 C 3.3148 5.4090 -0.8910  -0.9846
27 Cl 3.4732 3.6787 -1.2059  0.5766
28 Cl 1.8214 5.7728 -0.0143  0.5339
29 H 4.1591 5.7356 -0.2934  0.0293
30 H 3.3028 5.9390 -1.8374  0.0282
31 C 0.6662 -4.0452 -1.1510  -0.9279
32 Cl 0.9888 -3.7216 0.5570  0.6600
33 Cl -0.8485 -3.2821 -1.6378  0.5983
34 H 1.4739 -3.6370 -1.7520  0.0396
35 H 0.5964 -5.1177 -1.2988  0.0336
36 C -4.4385 -4.2831 -3.0599  -1.0244
37 Cl -4.3463 -6.0265 -3.3341  0.5069
38 Cl -5.9038 -3.8431 -2.1699  0.5229
39 H -3.5761 -3.9793 -2.4864  -0.0291
40 H -4.4467 -3.7768 -4.0191  0.0307
41 C -1.0867 8.3679 -0.3810  -1.0377
42 Cl -0.0255 9.7797 -0.4572  0.4941
43 Cl -2.1579 8.2914 -1.7847  0.4999
44 H -0.4764 7.4703 -0.3558  -0.0267
45 H -1.6903 8.4304 0.5182  0.0258